ORCA calculation (wB97M-V/def2-TZVPD) on the molecule C5H12O2.

The geometry in ORCA input format:
```
! RIJCOSX wB97M-V def2-TZVPD def2/J DEFGRID3
* xyz 0 1
C 2.51814 0.81115 0.13232
C 2.32267 -0.49766 -0.63279
O 1.01678 -1.05457 -0.64704
C 0.12315 -0.84313 0.41641
C -1.17289 -0.37902 -0.21501
O -2.02821 0.08110 0.79680
C -3.23663 0.55303 0.26637
H 1.88154 0.86143 1.01233
H 2.29225 1.69411 -0.47131
H 3.54488 0.89009 0.50098
H 3.01539 -1.26487 -0.26853
H 2.55662 -0.33832 -1.69127
H -0.02085 -1.74356 1.02932
H 0.44546 -0.05723 1.09514
H -0.92439 0.43092 -0.92151
H -1.64325 -1.19166 -0.79265
H -3.79676 -0.25186 -0.23531
H -3.06116 1.35581 -0.46792
H -3.83276 0.94424 1.09365
*
```

HOMO energy: -9.6 eV
LUMO level: 1.072 eV



ORCA calculation (wB97M-V/def2-TZVPD) on the molecule C5H12O2.

The geometry in ORCA input format:
```
! RIJCOSX wB97M-V def2-TZVPD def2/J DEFGRID3
* xyz 0 1
C 2.28298 0.08780 1.24899
C 0.82459 0.56865 1.24113
C 0.25767 0.25142 -0.14850
O 0.52755 -1.12819 -0.39014
C -1.22709 0.43180 -0.49415
C -1.45757 -0.41405 -1.78623
O -1.96574 -0.01689 0.63927
H 2.31921 -0.97384 0.99340
H 2.86575 0.61673 0.48353
H 2.77294 0.23264 2.21510
H 0.24179 0.03082 1.99938
H 0.77111 1.63550 1.49164
H 0.81579 0.83845 -0.89094
H -0.17610 -1.57827 0.10332
H -1.48209 1.48887 -0.69411
H -1.46222 -1.50071 -1.62303
H -2.39257 -0.14479 -2.27713
H -0.63282 -0.25828 -2.49616
H -2.88316 -0.16768 0.38463
*
```

HOMO energy: -10.1 eV
LUMO level: 0.798 eV



ORCA calculation (wB97M-V/def2-TZVPD) on the molecule C5H12O2.

The geometry in ORCA input format:
```
! RIJCOSX wB97M-V def2-TZVPD def2/J DEFGRID3
* xyz 0 1
C -1.87611 1.46056 0.88018
C -1.15631 0.16131 0.53494
C -0.25474 0.29645 -0.69827
O 0.62058 1.41655 -0.59892
C 0.48598 -1.00656 -1.04474
C 1.79217 -1.25799 -0.28845
O 1.67461 -1.28752 1.12294
H -2.56701 1.31888 1.71777
H -1.15926 2.24188 1.14801
H -2.45618 1.82483 0.02349
H -1.89148 -0.62542 0.31660
H -0.57926 -0.20137 1.39455
H -0.91140 0.54567 -1.54254
H 1.47237 1.13271 -0.25023
H 0.73353 -1.01227 -2.11432
H -0.19486 -1.84737 -0.86589
H 2.55994 -0.53053 -0.60365
H 2.17721 -2.24175 -0.57215
H 1.53021 -0.38804 1.44068
*
```

HOMO energy: -10.3 eV
LUMO level: 0.755 eV



ORCA calculation (wB97M-V/def2-TZVPD) on a 2-piece molecular cluster, C5H12O2 overall.

The geometry in ORCA input format:
```
! RIJCOSX wB97M-V def2-TZVPD def2/J DEFGRID3
* xyz 1 2
O -1.21166 -1.42182 0.46879
C -0.62381 -0.43616 0.77377
C 0.88219 -0.41707 0.94963
C 1.47205 0.24617 -0.31602
C 0.78603 1.50656 -0.81154
C 2.94460 0.53136 0.01697
H -1.16492 0.52407 0.84234
H 1.05242 0.19280 1.84333
H 1.28233 -1.42090 1.05974
H 1.50304 -0.53183 -1.08440
H -0.20326 1.33235 -1.23757
H 1.42523 2.01723 -1.52844
H 0.72069 2.23218 0.00718
H 3.45522 -0.35668 0.40446
H 3.48962 0.78934 -0.87330
H 3.05220 1.30856 0.77379
H -3.11173 -0.78702 -0.37592
H -3.41803 0.17891 -1.55104
O -3.75768 -0.16186 -0.71484
*
```

HOMO energy (spin up / spin down): -15.2 / -15.2 eV
LUMO level (spin up / spin down): -5.815 / -9.826 eV
<S²>: 0.757



ORCA calculation (wB97M-V/def2-TZVPD) on a 2-piece molecular cluster, C5H12O2PS overall.

The geometry in ORCA input format:
```
! RIJCOSX wB97M-V def2-TZVPD def2/J DEFGRID3
* xyz -1 1
C -1.23091 -1.14539 -0.00064
C -1.34395 1.20984 1.11323
C -1.29578 0.90129 -1.32021
C 2.90986 -1.72120 0.34808
C -0.82161 0.34560 -0.02212
O 2.69540 -1.83641 -0.82265
O 1.63559 -0.21791 1.18864
P 1.02912 0.47468 -0.00706
S 1.57124 2.30210 -0.35969
H -0.86163 -1.67880 0.92899
H -2.24958 -1.20493 0.00773
H -0.99267 -1.47331 -1.01605
H -0.70436 1.21325 2.04191
H -2.38679 0.97971 1.55040
H -1.68233 2.30392 0.97952
H -0.87331 0.47474 -2.31101
H -2.23414 1.06921 -1.65167
H -0.85155 1.94422 -1.42871
H 1.28552 -0.37878 -1.03178
H 2.39523 -2.25556 1.09003
H 4.00664 -1.30627 0.72306
*
```

HOMO energy: -4.2 eV
LUMO level: 3.498 eV



ORCA calculation (wB97M-V/def2-TZVPD) on a 2-piece molecular cluster, C5H12O2S overall.

The geometry in ORCA input format:
```
! RIJCOSX wB97M-V def2-TZVPD def2/J DEFGRID3
* xyz 0 1
C 0.48216 0.86164 2.22225
C -1.91017 -0.82689 -1.92867
C 0.85643 -0.21200 1.22119
C -1.08436 -0.73946 -0.66916
C 0.08336 0.17999 -0.94345
O -1.79200 -0.42341 0.46272
O 0.96164 -0.41201 -1.87353
S -0.15110 1.87514 -0.94443
H -0.59195 0.89381 2.24320
H 0.89266 0.73997 3.15665
H 0.79759 1.84460 1.65716
H -1.21909 -0.94428 -2.86970
H -2.56787 -1.73151 -1.81698
H -2.49101 0.09639 -2.16586
H 1.94348 -0.16442 1.18268
H 0.48299 -1.29280 1.32042
H -0.61439 -1.69803 -0.58670
H -2.69056 -0.07791 0.24633
H 0.97471 -1.37864 -2.00405
H -1.16323 1.70686 -0.09429
*
```

HOMO energy: -7.2 eV
LUMO level: 0.547 eV



ORCA calculation (wB97M-V/def2-TZVPD) on a 2-piece molecular cluster, C5H12O2S overall.

The geometry in ORCA input format:
```
! RIJCOSX wB97M-V def2-TZVPD def2/J DEFGRID3
* xyz 0 1
C 1.89610 -1.77322 2.13045
C -1.69438 0.68381 -3.97002
C -1.51726 1.35862 -1.60969
C -1.10394 0.41326 3.48149
C -1.02246 0.71675 -2.84194
O 0.15693 -0.40482 0.66779
O 0.02425 -0.47098 3.25376
S 0.90028 -0.13463 1.86477
H 2.87804 -1.65259 1.66628
H 1.23857 -2.43227 1.58396
H -1.42932 0.04761 -4.76616
H -2.48702 1.36616 -3.97937
H 1.99608 -1.80015 3.25615
H -2.21675 2.19776 -1.75770
H -0.88296 1.62798 -0.71611
H -2.16404 0.57526 -1.16447
H -1.75880 0.31933 2.62364
H -0.75003 1.44127 3.51866
H -1.67531 0.06251 4.29793
H -0.16723 -0.02899 -2.74788
*
```

HOMO energy: -9.2 eV
LUMO level: 0.807 eV



ORCA calculation (wB97M-V/def2-TZVPD) on C5H12O3 as an isolated structure.

The geometry in ORCA input format:
```
! RIJCOSX wB97M-V def2-TZVPD def2/J DEFGRID3
* xyz 0 1
C -1.00519 -0.29050 0.07422
C 1.58306 0.31796 0.03258
C -0.30879 0.95615 -0.05883
C -2.56928 0.92587 0.21772
C 2.10936 -0.68765 -0.96141
O -1.21781 -1.00375 -1.05666
O -0.83835 -1.03420 1.16779
O 1.58215 -0.23233 1.38399
H 0.10889 -0.88312 1.49306
H -1.56581 -1.87070 -0.80715
H 2.40733 -0.70591 1.56142
H 2.19167 1.23009 0.04142
H -0.19825 1.52607 0.84946
H -0.36891 1.44968 -1.01610
H -2.52322 1.87597 0.74159
H -3.17762 0.25609 0.82133
H -2.94529 1.01216 -0.79698
H 3.11059 -1.06445 -0.69601
H 1.44226 -1.54916 -1.04360
H 2.18320 -0.22827 -1.94785
*
```

HOMO energy: -7.3 eV
LUMO level: 0.735 eV



no.,maximum force (Eh/bohr)
1,0.00693
2,0.01041
3,0.00669
4,0.02116
5,0.11587
6,0.10826
7,0.05934
8,0.12693